96
Properties=species:S:1:pos:R:3:mulliken_charge:R:1 method="wB97M-V/def2-TZVPD" total_charge=+3 fmax_ev_per_a=0.67 gap_ev=7.54 molar_mass_g_mol=827.1
Sn 0.415 -0.228 0.750 1.387
O 1.854 -2.995 -2.241 -0.661
C 1.873 -2.094 -1.367 0.734
O 1.088 -2.041 -0.379 -0.853
C 2.899 -1.009 -1.521 0.196
C 3.740 -0.932 -2.619 -0.417
C 4.593 0.156 -2.726 -1.027
C 4.642 1.088 -1.693 1.278
C 5.438 2.324 -1.751 -0.718
C 5.463 3.210 -0.761 -1.094
C 4.832 2.942 0.565 0.245
C 3.994 1.663 0.662 -0.320
C 3.844 0.841 -0.584 -0.085
N 2.953 -0.136 -0.514 -0.142
H 3.709 -1.698 -3.381 0.547
H 5.222 0.277 -3.599 0.498
H 5.979 2.523 -2.668 0.447
H 6.008 4.142 -0.845 0.511
H 5.598 2.980 1.336 0.439
H 4.344 1.009 1.459 0.384
C 1.406 7.792 3.916 -1.285
C 0.803 7.661 2.522 -0.310
C -0.497 8.428 2.351 -1.110
C -1.597 7.828 3.214 -0.949
C -1.762 6.367 2.891 0.597
C -2.988 5.749 3.034 -0.704
C -3.147 4.407 2.716 -0.097
F -4.343 3.844 2.842 -0.309
C -2.098 3.648 2.265 -0.922
C -0.852 4.247 2.106 0.665
C 0.264 3.431 1.635 1.090
O 0.124 2.233 1.322 -0.680
C 1.532 4.127 1.541 -0.343
C 1.605 5.501 1.820 -0.235
N 0.584 6.205 2.215 0.101
C -0.681 5.610 2.410 -0.273
C 2.692 3.431 1.166 0.363
O 3.838 3.988 0.922 -0.304
O 2.683 2.138 1.058 -0.076
H 1.495 8.848 4.169 0.397
H 2.404 7.353 3.957 0.415
H 0.788 7.308 4.673 0.387
H 1.517 8.026 1.784 0.480
H -0.808 8.408 1.304 0.370
H -0.317 9.467 2.621 0.423
H -2.539 8.348 3.050 0.510
H -1.359 7.945 4.275 0.365
H -3.841 6.309 3.397 0.571
H -2.226 2.599 2.042 0.698
H 2.550 6.022 1.722 0.672
C -2.340 -2.683 2.306 -1.542
C -2.836 -1.739 1.213 1.300
C -3.887 -2.405 0.335 -1.621
C -3.352 -0.444 1.839 -1.829
N -1.611 -1.413 0.411 0.097
N -1.712 -0.553 -0.731 -0.431
H -3.121 -2.860 3.042 0.483
H -1.480 -2.248 2.819 0.335
H -2.045 -3.650 1.889 0.285
H -4.732 -2.718 0.948 0.456
H -3.482 -3.293 -0.157 0.322
H -4.276 -1.725 -0.425 0.422
H -4.094 -0.667 2.604 0.562
H -3.834 0.213 1.110 0.384
H -2.525 0.089 2.319 0.306
H -1.232 -2.297 0.068 0.315
H -2.290 0.243 -0.474 0.251
H -2.174 -1.013 -1.513 0.279
C -1.800 -6.658 -0.900 -0.814
C -0.702 -6.708 0.163 -0.078
C 0.692 -6.874 -0.448 -0.944
C 1.366 -5.542 -0.794 -0.755
Ge 0.478 -4.476 -2.152 1.055
C 0.470 -4.791 -4.069 -0.973
C -0.756 -5.534 -4.615 -0.723
C -2.067 -4.775 -4.427 0.150
C -3.244 -5.508 -5.062 -1.451
H -2.766 -6.394 -0.468 0.368
H -1.908 -7.628 -1.385 0.351
H -1.577 -5.925 -1.688 -0.115
H -0.901 -7.544 0.833 0.392
H -0.725 -5.798 0.774 -0.080
H 0.623 -7.506 -1.338 0.378
H 1.347 -7.393 0.253 0.385
H 2.370 -5.723 -1.186 0.509
H 1.464 -4.909 0.090 0.404
H -0.692 -3.597 -1.668 -0.384
H 1.390 -5.325 -4.310 0.508
H 0.542 -3.794 -4.512 0.405
H -0.841 -6.523 -4.156 0.270
H -0.594 -5.693 -5.683 0.527
H -1.969 -3.780 -4.875 0.364
H -2.265 -4.636 -3.358 -0.055
H -3.083 -5.639 -6.133 0.359
H -4.174 -4.957 -4.931 0.380
H -3.369 -6.498 -4.620 0.335